Formula: C8H10OS
Source: the OMol25 dataset
Level of theory: wB97M-V/def2-TZVPD

The value obtained for the HOMO energy is -8.4234 eV. Its maximum force is 5.1 eV Å⁻¹. For the HOMO-LUMO gap, the calculation gives 0.341 Ha. The LUMO energy comes out at 0.85 eV. The value obtained for the relative energy (zero: lowest compared OMol25 entry of this formula, charge and spin) is 1.3385 eV.

Atoms and positions in Å:
C  2.81139  0.80425  -0.70924
H  1.06129  -1.72583  0.86939
H  1.27071  -0.66374  -1.32377
C  1.38210  -0.72320  0.93444
C  -3.48433  0.24997  -0.15587
C  1.62246  -0.12737  -0.45035
H  2.13689  -0.43781  1.63680
H  3.54761  -0.02832  -1.06092
O  0.49458  1.71374  1.02508
H  -4.55314  0.56954  -0.24380
H  -0.98422  -2.07047  -0.40182
S  -2.20522  1.32759  0.29576
H  3.20778  1.45032  -0.02924
C  0.35880  0.25139  0.45333
C  -1.05463  -0.00901  0.10239
H  2.54469  1.45304  -1.52432
C  -3.04776  -0.99588  -0.39187
H  -3.82387  -1.64560  -0.73535
H  0.32981  1.75690  2.00986
C  -1.61497  -1.14952  -0.30050

Cartesian forces (eV/Å) of the 3 atoms listed first:
C -0.821 -4.032 -3.034
H -0.188 -1.162 0.613
H 0.297 -0.272 0.085